Entry 1:
ORCA calculation (wB97M-V/def2-TZVPD) on C6H10O in the gas phase.

Properties
Structure (SMILES) ... C[C@H]1OC[C@H]2C[C@H]21
Spin multiplicity ... 1
Highest occupied orbital energy ... -9.6 eV

```
17
Properties=species:S:1:pos:R:3:forces:R:3
C -1.9472 -0.6106 0.3077 -0.06 0.07 -0.03
C -0.8269 -0.1425 -0.6233 0.01 -0.23 0.03
O -0.6019 1.2553 -0.4155 -0.07 0.06 0.07
C 0.7864 1.5659 -0.4482 0.21 0.06 0.04
C 1.5145 0.2699 -0.1589 0.10 0.10 -0.04
C 1.0346 -0.5023 1.0400 0.00 -0.03 0.22
C 0.4990 -0.8166 -0.3225 -0.02 -0.11 -0.11
H -1.8595 -0.0999 1.2764 -0.04 -0.13 -0.30
H -1.8510 -1.6881 0.4886 -0.12 0.17 -0.13
H -2.9391 -0.4030 -0.1084 0.19 -0.01 0.12
H -1.0992 -0.3251 -1.6765 0.05 0.06 0.19
H 1.0951 1.9751 -1.4239 -0.15 -0.17 0.09
H 0.9696 2.3415 0.3064 -0.08 -0.12 -0.10
H 2.5393 0.1556 -0.5025 -0.21 0.00 0.08
H 0.3315 -0.0200 1.7156 0.28 0.04 -0.03
H 1.7126 -1.2083 1.5114 -0.08 0.14 -0.14
H 0.7253 -1.7624 -0.8011 0.00 0.10 0.03
```
Positions in Å, forces in eV/Å.

Entry 2:
ORCA calculation (wB97M-V/def2-TZVPD) on C6H10O in the gas phase.

Properties
Spin multiplicity ... 1
Highest occupied orbital energy ... -8.6 eV

```
17
Properties=species:S:1:pos:R:3:forces:R:3
O 2.5689 -0.2594 0.6348 0.11 -0.53 0.10
C 2.8530 -1.4948 0.9326 0.17 0.52 0.08
C 1.4969 -0.0861 -0.3192 -0.20 0.08 -0.22
C 0.2552 0.4570 0.3634 -0.01 -0.03 0.04
C -0.8467 0.6942 -0.6465 0.11 0.08 -0.03
C -1.7136 -0.4523 -1.0911 0.00 -0.17 -0.11
C -2.2834 0.6307 -0.2190 -0.14 0.11 0.12
H 3.7024 -1.3681 1.6501 -0.17 -0.07 -0.06
H 1.8781 0.6154 -1.0680 -0.06 -0.09 0.09
H 1.3107 -1.0617 -0.7760 0.01 0.14 0.03
H 0.4970 1.3866 0.8937 -0.02 -0.12 -0.08
H -0.0791 -0.2691 1.1167 0.03 0.09 -0.11
H -0.6087 1.4341 -1.4103 -0.05 -0.11 0.12
H -2.0269 -0.4929 -2.1305 0.06 0.02 0.18
H -1.5354 -1.4261 -0.6404 -0.01 0.18 -0.05
H -2.9849 1.3326 -0.6603 0.13 -0.12 0.06
H -2.4874 0.3903 0.8215 0.05 0.02 -0.17
```
Positions in Å, forces in eV/Å.

Number 1: M 98.14 g mol⁻¹, gap between HOMO and LUMO 10.71 eV, LUMO level 1.2 eV. Number 2: M 98.14 g mol⁻¹, gap between HOMO and LUMO 9.50 eV, LUMO level 0.9 eV.